a.
The following is a DFT calculation (ωB97M-V/def2-TZVPD) of a cluster of 2 separate species, C6H15NO in total.

2S+1 ... 1
Total charge ... 0
E_HOMO ... -7.357 eV
Structure (SMILES) ... CC/C=C/NCC.O

Last column: Mulliken charge in e.
Element x y z (Å)
C  0.15036  1.13369  -2.24079  -1.11
C  -0.91475  1.54858  -1.16519  -0.62
C  -0.62790  0.63979  -0.03389  -0.55
C  -1.16316  -0.60797  -0.08242  -0.11
N  -0.96063  -1.62555  0.89420  -0.35
C  0.35244  -1.68082  1.50173  -0.26
C  1.34029  -2.48619  0.71051  -1.12
H  0.29459  1.91696  -2.99534  0.37
H  -0.22676  0.24308  -2.72516  0.30
H  1.13515  0.94138  -1.82048  0.32
H  -0.70502  2.59364  -0.97267  0.26
H  -1.90707  1.60540  -1.58208  0.37
H  0.12758  0.86103  0.68781  0.59
H  -1.77622  -0.99960  -0.93767  0.22
H  -1.16812  -2.55123  0.53863  0.28
H  0.27795  -2.10166  2.57222  0.32
H  0.68848  -0.61416  1.69198  0.18
H  1.09409  -2.94777  -0.23346  0.41
H  2.15098  -1.76352  0.52074  0.24
H  1.76454  -3.26141  1.35940  0.31
H  -0.46302  2.73537  1.98541  0.27
H  0.62047  3.53935  1.21409  0.26
O  -0.08427  2.88162  1.11245  -0.56

=====

b.
The following is a DFT calculation (ωB97M-V/def2-TZVPD) of a cluster of 2 separate species, C6H15NO in total.

2S+1 ... 1
Total charge ... 0
E_HOMO ... -9.845 eV
Structure (SMILES) ... CCC(N)=O.CCC

Last column: Mulliken charge in e.
Element x y z (Å)
C  -1.89008  1.14730  1.32064  -0.24
C  -1.13828  2.05684  0.36643  -1.11
C  -2.10604  -0.21407  0.68500  0.33
O  -2.16338  -0.47153  -0.48764  -0.58
N  -2.31701  -1.25671  1.57020  -0.45
H  -1.45211  1.01432  2.30234  0.34
H  -2.91944  1.51994  1.35258  0.29
H  -1.32919  1.83026  -0.68103  0.29
H  -2.37437  -2.17837  1.17156  0.25
H  -1.89617  -1.30734  2.47381  0.22
H  -0.04960  2.04496  0.43335  0.28
H  -1.46368  3.09229  0.49788  0.36
C  2.24048  -1.10990  -1.03211  -0.34
C  1.61102  -0.91067  0.33821  -0.67
C  1.83732  -0.17249  -2.22419  -0.92
H  3.31066  -0.92953  -0.97558  0.27
H  2.09321  -2.09412  -1.48418  0.32
H  2.04635  -1.67209  0.97261  0.34
H  0.55737  -0.65557  0.37532  -0.06
H  1.77271  -0.72643  -3.16075  0.30
H  0.92214  0.40963  -2.09374  0.19
H  2.08948  0.01674  0.69901  0.29
H  2.61859  0.56653  -2.41972  0.30

=====

c.
The following is a DFT calculation (ωB97M-V/def2-TZVPD) of a cluster of 2 separate species, C6H15NO in total.

2S+1 ... 1
Total charge ... 0
E_HOMO ... -10.071 eV
Structure (SMILES) ... CC(N)=O.CC(C)C

Last column: Mulliken charge in e.
Element x y z (Å)
C  1.46368  0.90748  -0.11139  1.41
C  2.74392  1.49973  0.38132  -1.46
C  0.29140  1.91367  -0.13247  -1.41
C  1.66530  0.36143  -1.53533  -1.32
H  1.06170  0.08097  0.50977  -0.25
H  2.70379  2.23186  1.14913  0.41
H  3.24206  2.02951  -0.44347  0.30
H  0.35405  2.80875  -0.72744  0.40
H  -0.64984  1.52367  -0.51870  0.23
H  0.01075  2.07760  0.93577  0.33
H  0.69515  0.17108  -2.02233  0.34
H  2.33824  0.86387  -2.25726  0.36
H  2.01227  -0.70532  -1.44159  0.31
H  3.48126  0.77453  0.76942  0.36
C  -2.71094  -0.35298  0.50613  -1.23
C  -1.64429  -1.35462  0.25494  0.77
O  -1.29641  -1.74659  -0.83524  -0.59
N  -0.82042  -1.71200  1.32455  -0.40
H  -2.99533  0.31149  -0.28423  0.34
H  -2.69576  0.26593  1.43255  0.35
H  0.09253  -2.02053  1.03426  0.24
H  -0.94118  -1.61774  2.31268  0.17
H  -3.63424  -0.85341  0.88968  0.36

=====

Stability, highest: b